Computed, not measured: C5H9BO2S in the gas phase, with ωB97M-V/def2-TZVPD.

CARTESIAN COORDINATES (ANGSTROEM)
1 B -0.37 -0.98 -0.26
2 C 0.92 -0.96 0.91
3 C 1.02 -0.13 1.95
4 C -0.71 1.45 0.58
5 C -0.38 0.57 -0.56
6 C 0.34 1.10 -1.82
7 O -1.43 -1.76 0.46
8 O 0.19 -1.71 -1.37
9 S 0.56 1.56 1.99
10 H 1.25 -1.96 0.79
11 H 1.63 -0.35 2.69
12 H -0.94 2.51 0.44
13 H -1.50 1.03 1.20
14 H 1.11 0.34 -2.07
15 H 0.77 2.01 -1.70
16 H -0.37 1.04 -2.67
17 H -2.03 -1.10 0.78
18 H -0.05 -2.66 -1.34

HOMO level in eV: -8.51
Energy relative to the best compared isomer or geometry (same formula, charge and spin) in kJ/mol: 250.0

Atomic partial charges in e from the natural (NBO) method, atoms 1 to 6: 0.680, -0.254, -0.389, -0.620, 0.174, -0.694

***

Computed, not measured: a molecular structure, C5H9BeO3, with ωB97M-V/def2-TZVPD.

CARTESIAN COORDINATES (ANGSTROEM)
1 H -0.69 0.98 -0.43
2 C 1.68 -2.21 -0.52
3 O 0.57 -1.41 -0.79
4 C 0.91 -0.17 -1.37
5 C -0.33 0.70 -1.47
6 H 1.33 -3.15 -0.07
7 H 2.24 -2.45 -1.44
8 H 2.37 -1.71 0.18
9 H 1.36 -0.33 -2.36
10 H 1.67 0.34 -0.74
11 H -1.13 0.19 -2.02
12 H -0.09 1.64 -1.99
13 O -0.29 2.29 2.04
14 C -0.98 1.39 1.39
15 C -2.07 0.73 1.87
16 O -2.56 1.08 3.11
17 Be -1.42 2.16 3.30
18 H -2.58 -0.05 1.31

2S+1: 2
HOMO level (alpha / beta) in eV: -7.96 / -7.74
Energy relative to the best compared isomer or geometry (same formula, charge and spin) in kJ/mol: 131.2

Atomic partial charges in e from the natural (NBO) method, atoms 1 to 6: 0.212, -0.244, -0.542, -0.063, -0.612, 0.192

***

Computed, not measured: C5H9BrO in the gas phase, with ωB97M-V/def2-TZVPD.

CARTESIAN COORDINATES (ANGSTROEM)
1 C 0.10 -1.92 -0.80
2 C 0.34 -0.60 -0.15
3 C 1.67 -0.13 0.17
4 C -0.77 0.00 0.14
5 C -0.77 1.69 0.46
6 O -1.35 1.99 1.71
7 Br -1.90 2.65 -0.86
8 H 0.28 -1.72 -1.91
9 H -0.82 -2.39 -0.79
10 H 0.76 -2.76 -0.40
11 H 2.25 -0.54 -0.62
12 H 2.11 -0.62 1.07
13 H 1.99 0.89 0.21
14 H -1.71 -0.31 -0.33
15 H 0.11 2.22 0.40
16 H -2.28 1.54 1.71

HOMO level in eV: -9.62
Energy relative to the best compared isomer or geometry (same formula, charge and spin) in kJ/mol: 46.3
Structure (SMILES): CC(C)=C[C@H](O)Br

Atomic partial charges in e from the natural (NBO) method, atoms 1 to 6: -0.630, 0.009, -0.658, -0.219, 0.087, -0.701

***

Computed, not measured: a molecular structure, C5H9BrO3S, with ωB97M-V/def2-TZVPD.

CARTESIAN COORDINATES (ANGSTROEM)
1 C -0.94 0.24 -0.82
2 C -2.35 0.44 -0.72
3 C 0.75 -1.54 -0.51
4 C 1.40 1.14 1.39
5 C -0.48 -0.92 0.00
6 O -0.13 0.89 -1.38
7 O -1.08 0.40 2.19
8 O 0.92 -1.07 2.40
9 S 0.09 -0.15 1.60
10 Br -1.69 -2.24 0.68
11 H -2.57 1.45 -1.13
12 H -2.91 -0.35 -1.24
13 H -2.61 0.26 0.30
14 H 1.64 -0.95 -0.29
15 H 0.65 -1.61 -1.63
16 H 0.97 -2.56 -0.13
17 H 1.57 1.61 2.36
18 H 2.46 0.83 1.02
19 H 1.20 2.02 0.78

HOMO level in eV: -10.30
Energy relative to the best compared isomer or geometry (same formula, charge and spin) in kJ/mol: 59.4

Atomic partial charges in e from the natural (NBO) method, atoms 1 to 6: 0.550, -0.740, -0.662, -0.877, -0.384, -0.511

***

Computed, not measured: C5H9BrOS in the gas phase, with ωB97M-V/def2-TZVPD.

CARTESIAN COORDINATES (ANGSTROEM)
1 C 0.44 2.58 1.26
2 C -0.23 1.56 0.76
3 C -0.25 -0.83 -2.66
4 C 0.61 -1.87 1.73
5 C -0.39 0.25 -1.63
6 O -0.26 -0.83 1.48
7 S 0.31 0.14 -0.16
8 Br -2.04 1.13 -1.81
9 H -0.10 3.18 1.94
10 H 1.45 2.68 1.15
11 H -1.27 1.57 0.95
12 H 0.83 -1.05 -2.60
13 H -0.51 -0.50 -3.60
14 H -1.03 -1.55 -2.40
15 H 1.17 -2.15 0.79
16 H -0.02 -2.66 2.26
17 H 1.30 -1.64 2.52

HOMO level in eV: -8.35
Energy relative to the best compared isomer or geometry (same formula, charge and spin) in kJ/mol: 306.7

Atomic partial charges in e from the natural (NBO) method, atoms 1 to 6: -0.343, -0.345, -0.655, -0.256, -0.428, -0.772

***

Computed, not measured: a molecular structure, C5H9BrS2, with ωB97M-V/def2-TZVPD.

CARTESIAN COORDINATES (ANGSTROEM)
1 C -1.26 -0.20 -1.37
2 C -0.81 1.09 -0.69
3 C -1.11 -1.45 -0.50
4 C 1.65 0.30 0.39
5 C 1.29 0.43 1.83
6 S 0.99 1.36 -0.82
7 S 0.61 -1.95 -0.21
8 Br 3.48 -0.02 0.06
9 H -2.31 -0.09 -1.64
10 H -0.69 -0.34 -2.29
11 H -1.24 1.96 -1.19
12 H -1.09 1.11 0.36
13 H -1.61 -1.32 0.47
14 H -1.55 -2.31 -1.01
15 H 0.22 0.56 1.97
16 H 1.80 1.31 2.25
17 H 1.62 -0.44 2.39

HOMO level (alpha / beta) in eV: -8.14 / -8.14
Energy relative to the best compared isomer or geometry (same formula, charge and spin) in kJ/mol: 48.7

Atomic partial charges in e from the natural (NBO) method, atoms 1 to 6: -0.430, -0.521, -0.541, -0.210, -0.715, 0.309

***

Computed, not measured: 2 unconnected molecules or ions with the total composition C5H9BrSi, with ωB97M-V/def2-TZVPD.

CARTESIAN COORDINATES (ANGSTROEM)
1 C -2.85 2.86 0.41
2 C -2.75 3.25 -0.69
3 C 0.26 0.76 1.22
4 C 0.71 0.31 -1.20
5 C 0.00 -0.30 0.05
6 Si -1.78 -0.89 -0.65
7 Br -2.47 3.47 -2.50
8 H -0.25 0.37 2.15
9 H 1.34 0.97 1.23
10 H -0.22 1.75 1.15
11 H 0.40 1.13 -1.76
12 H 0.74 -0.52 -1.95
13 H 1.76 0.49 -0.96
14 H 0.78 -1.05 0.09
15 H -2.92 2.50 1.39
16 H -2.63 0.33 -0.53

HOMO level in eV: -8.13
Energy relative to the best compared isomer or geometry (same formula, charge and spin) in kJ/mol: 519.5

Atomic partial charges in e from the natural (NBO) method, atoms 1 to 6: -0.253, -0.151, -0.622, -0.627, -0.691, 0.775

***

| no. | energy (Eh) |
| --- | --- |
| 1 | -769.3870 |
| 2 | -436.2672 |
| 3 | -2845.0887 |
| 4 | -3393.7733 |
| 5 | -3243.1900 |
| 6 | -3566.2423 |
| 7 | -3059.2060 |